# 1
This record from the Open Molecules 2025 dataset describes a 11-piece molecular cluster, C14H51N19O11 overall at a distorted geometry. The level of theory is ωB97M-V/def2-TZVPD.

```
95
C14H51N19O11, DFT ωB97M-V/def2-TZVPD
C 8.62555 -1.24277 0.06089
O 7.44938 -1.53400 0.75036
C 6.30078 -0.92350 0.22626
C 5.11412 -1.46776 1.00876
C 4.98122 -2.95593 0.73857
N 3.90826 -0.79455 0.45224
H 9.47004 -1.70679 0.56409
H 8.77287 -0.15492 0.05619
H 8.63750 -1.60147 -0.97552
H 6.35822 0.18035 0.28427
H 6.21188 -1.07471 -0.86223
H 5.21735 -1.17202 2.05234
H 5.65699 -3.55627 1.35071
H 5.23529 -3.21179 -0.29344
H 3.96360 -3.32047 0.88799
H 4.07019 0.12765 0.06484
H 3.16150 -0.75514 1.13182
N -1.94299 4.21323 2.35395
C -1.78599 5.58869 2.19157
N -1.22106 5.98943 0.98886
O -1.88994 6.35212 3.12956
H -1.85455 3.91865 3.30975
H -1.72171 3.61330 1.57848
H -1.28339 5.41675 0.14998
H -0.90158 6.94022 1.02396
N -1.36529 1.86610 4.93930
C 0.00370 1.82765 4.98861
N 0.54115 0.61086 4.58793
O 0.71221 2.75302 5.35345
H -1.81150 2.69363 5.28398
H -1.85942 1.14978 4.41674
H -0.00765 -0.05223 4.07187
H 1.54170 0.59821 4.53301
N -3.70741 2.97559 -0.74280
C -4.00547 1.75036 -1.22913
N -5.21206 1.22027 -0.83294
O -3.25799 1.16039 -2.00968
H -4.30919 3.44599 -0.09556
H -2.79708 3.35326 -0.98764
H -5.68266 1.69348 -0.08294
H -5.41418 0.24096 -0.95926
N -4.71175 -3.73583 -2.16102
C -4.28030 -2.45834 -1.85603
N -3.12717 -2.37278 -1.10891
O -4.91610 -1.45933 -2.20901
H -5.69420 -3.79939 -2.36299
H -4.29491 -4.53858 -1.72613
H -2.74598 -3.10101 -0.51268
H -2.95389 -1.42372 -0.81538
N -3.52304 -2.11427 3.05786
C -3.32957 -0.80130 2.75934
N -4.12826 -0.26095 1.76997
O -2.44594 -0.11670 3.25607
H -2.72157 -2.50561 3.52286
H -4.11949 -2.67518 2.48330
H -4.21443 0.73793 1.81665
H -4.84140 -0.84022 1.36704
N -0.39261 -5.27610 0.70664
C -0.60523 -3.91747 0.79850
N 0.53507 -3.16979 0.67490
O -1.73254 -3.45106 0.98561
H 0.48393 -5.63188 0.38237
H -1.16941 -5.89207 0.84480
H 1.43179 -3.58358 0.83909
H 0.44690 -2.15570 0.71318
N -0.06008 2.29935 -2.08288
C -0.03453 3.26962 -1.13576
N 1.18484 3.56274 -0.61774
O -1.08522 3.77698 -0.70921
H -0.94042 1.98388 -2.44994
H 0.79451 1.79892 -2.30040
H 1.15954 4.27043 0.09662
H 2.00217 3.02630 -0.85418
N -1.35930 0.63306 -4.95872
C -0.89315 -0.49268 -4.29046
N -1.40427 -0.64271 -3.01147
O -0.12473 -1.29226 -4.80981
H -2.00717 1.25792 -4.51865
H -1.19102 0.56277 -5.94611
H -1.52949 -1.60503 -2.73697
H -2.14209 -0.02774 -2.67030
N 2.16568 0.21086 -4.08313
C 2.47481 0.12663 -2.75180
N 2.89057 -1.08314 -2.28703
O 2.55900 1.13883 -2.02139
H 2.00171 -0.59502 -4.65928
H 1.62537 1.02567 -4.33071
H 2.71529 -1.92983 -2.79551
H 3.25194 -1.13153 -1.32647
C -0.74499 0.18381 0.30529
O 0.52127 -0.32115 -0.09359
H -0.65010 1.21310 0.66283
H -1.48124 0.08731 -0.48857
H -1.08070 -0.34297 1.20130
H 0.52945 -0.57685 -1.02118
```

As for the SMILES: COC[C@H](C)N.NC(N)=O.NC(N)=O.NC(N)=O.NC(N)=O.NC(N)=O.NC(N)=O.NC(N)=O.NC(N)=O.NC(N)=O.CO. Its total energy is -2432.44329 a.u. As for the total charge: 0. The orbital gap is 0.332 Eh. The LUMO energy is -0.07 eV.

Atom charges from the Mulliken analysis, given in e for atoms 1 to 4: C -0.77; O -0.31; C -0.97; C 0.36

***

# 2
This record from the Open Molecules 2025 dataset describes a 6-piece molecular cluster, C17H41N3O8S2 overall at a distorted geometry. The level of theory is ωB97M-V/def2-TZVPD.

```
71
C17H41N3O8S2, DFT ωB97M-V/def2-TZVPD
C 1.70358 -25.61815 -36.02915
C 2.26678 -26.55943 -34.92980
O 1.57452 -27.42343 -34.47556
N 3.68392 -26.45744 -34.59726
H 4.30215 -25.64212 -35.11025
H 3.74105 -26.47093 -33.52380
C 4.43229 -27.74642 -34.89340
H 0.80018 -25.18595 -35.56964
H 1.51017 -26.06783 -37.03942
H 2.46367 -25.01904 -36.44921
H 4.77650 -27.58840 -35.85440
H 3.56334 -28.51504 -34.73604
H 5.15468 -27.82043 -34.18196
C 4.60087 -24.54689 -28.37008
C 3.63255 -23.90367 -29.43834
O 3.41727 -22.76316 -29.28119
N 2.95363 -24.76324 -30.41023
H 2.16362 -24.30305 -30.94160
H 3.53241 -25.34027 -31.05981
C 2.40508 -25.98396 -29.89478
H 5.32026 -25.37410 -28.72709
H 4.08560 -24.66224 -27.42738
H 5.14590 -23.88824 -28.11087
H 1.97990 -26.41363 -30.75223
H 1.84023 -25.75376 -28.91827
H 3.36979 -26.54070 -29.49721
C 7.13441 -23.91379 -31.48053
C 6.89070 -23.53926 -32.98708
O 7.71699 -23.29267 -33.71460
N 5.45975 -23.91856 -33.35727
H 5.41507 -24.03435 -34.43162
H 4.99577 -24.63311 -32.68998
C 4.58346 -22.68059 -33.05173
H 6.74390 -24.76500 -31.29902
H 6.78792 -23.22485 -30.82164
H 8.27569 -24.05766 -31.24089
H 4.51048 -22.62563 -31.97729
H 3.60695 -22.67126 -33.59992
H 4.80096 -21.74025 -33.50010
O 4.42922 -25.95097 -32.14872
H 4.60934 -26.83934 -31.86086
C 9.58287 -28.47644 -29.50368
C 8.76004 -29.68772 -29.23249
C 8.11570 -30.18255 -30.32634
S 7.43194 -28.67546 -31.01989
O 6.25207 -28.29631 -30.21728
O 7.37296 -28.60110 -32.46928
C 8.79346 -27.60980 -30.62172
H 10.76460 -28.67955 -29.83954
H 9.74644 -27.91958 -28.62519
H 8.14668 -29.35931 -28.54342
H 9.39229 -30.48635 -28.79320
H 7.19059 -30.75917 -29.96760
H 8.75484 -30.52675 -30.86319
H 8.59462 -26.68375 -30.12477
H 9.18429 -27.79697 -31.73500
C 2.58154 -30.40001 -32.74011
C 2.22532 -31.81978 -32.15990
C 2.22332 -31.73842 -30.69429
S 3.75875 -30.75307 -30.38854
O 4.88460 -31.60675 -30.73100
O 3.60574 -29.92530 -29.21735
C 3.64846 -29.68712 -31.87954
H 1.78290 -30.01727 -32.69735
H 2.77964 -30.22999 -33.72276
H 3.02820 -32.50217 -32.38007
H 1.48559 -32.16460 -32.52364
H 2.47920 -32.64390 -30.24801
H 1.36429 -31.23285 -30.37803
H 4.59889 -29.23793 -32.23467
H 3.20311 -28.80874 -31.43147
```

Its total energy is -2233.88061 a.u. As for the total charge: +2. The energy above the lowest of the compared OMol25 structures with the same formula, charge and spin is 70.6 kcal/mol. The orbital gap is 0.297 Eh. The LUMO energy is -6.33 eV.

Atom charges from the Mulliken analysis, given in e for atoms 1 to 4: C -1.16; C 0.65; O -0.39; N 0.33

***

# 3
This record from the Open Molecules 2025 dataset describes C4H3I as an isolated structure at a distorted geometry. The level of theory is ωB97M-V/def2-TZVPD.

```
8
C4H3I, DFT ωB97M-V/def2-TZVPD
C -0.75414 -0.67324 -0.33386
C 0.84810 -1.42505 -0.15719
C 0.28468 0.27254 -0.27754
C 1.30113 -0.32923 0.59605
I 3.38531 -0.06033 -0.03625
H -1.79729 -0.93740 -0.73149
H 0.39355 1.14667 -1.02861
H 1.34565 -0.11814 1.60376
```

Its total energy is -451.67185 a.u. As for the total charge: 0. The energy above the lowest of the compared OMol25 structures with the same formula, charge and spin is 89.5 kcal/mol. The orbital gap is 0.302 Eh. The LUMO energy is -0.42 eV.

Atom charges from the natural (NBO) analysis, given in e for atoms 1 to 4: C -0.15; C 0.03; C -0.23; C -0.45

***

# 4
This record from the Open Molecules 2025 dataset describes C55H52AsCsI2N12O3S2 as an isolated structure at a distorted geometry. The level of theory is ωB97M-V/def2-TZVPD.

```
128
C55H52AsCsI2N12O3S2, DFT ωB97M-V/def2-TZVPD
Cs -22.05855 -21.19823 3.29036
C -29.61787 -19.29805 6.30891
C -29.06192 -19.42494 5.03607
C -27.72379 -19.59754 4.88223
C -26.89214 -19.79256 6.00271
C -27.48506 -19.74269 7.26514
C -28.82813 -19.47516 7.43190
C -25.43673 -20.00458 5.86884
C -24.66097 -18.88581 5.49442
C -25.21843 -17.55890 5.19951
C -24.14555 -16.72808 5.01692
C -22.93113 -17.52484 5.18489
N -23.28621 -18.83974 5.37527
C -21.61019 -16.97762 5.16073
C -20.40812 -17.75850 5.14804
C -19.08295 -17.21150 4.89575
C -18.18639 -18.23536 5.09769
C -18.96531 -19.43440 5.42869
C -18.42708 -20.75671 5.73618
C -16.97757 -21.05709 5.48637
C -16.42888 -20.58659 4.29578
C -15.09542 -20.73995 3.96099
C -14.31235 -21.48894 4.80154
C -14.82263 -22.06050 5.97105
C -16.13279 -21.80904 6.35021
C -19.23806 -21.89011 5.97288
N -20.58314 -21.90566 6.26910
C -20.96070 -23.21855 6.46745
C -22.24341 -23.64622 6.97708
C -22.26577 -24.91918 7.71949
C -23.33300 -25.80419 7.51651
C -23.40617 -26.96079 8.25370
C -22.41155 -27.25472 9.18682
C -21.32143 -26.41691 9.36391
C -21.25541 -25.25282 8.63146
C -23.44848 -22.88159 6.87672
C -24.73674 -23.17972 7.46125
C -25.62509 -22.23996 7.06246
C -24.86064 -21.24208 6.32083
N -23.57268 -21.67140 6.15771
C -19.83838 -24.09610 6.21136
C -18.77218 -23.27565 5.94119
N -20.30543 -19.12682 5.41548
C -21.52234 -15.46882 4.98172
C -21.55137 -14.93555 3.67972
C -21.52609 -13.57176 3.47084
C -21.42549 -12.72910 4.57799
C -21.34867 -13.23515 5.85922
C -21.36501 -14.60742 6.05732
H -30.65775 -18.98444 6.37293
H -29.74304 -19.32729 4.18780
H -27.26814 -19.57005 3.86585
H -26.87478 -19.92026 8.14773
H -29.25164 -19.42947 8.41925
H -26.25771 -17.28644 5.15003
H -24.20451 -15.67737 4.79532
H -18.90985 -16.17370 4.56105
H -17.11664 -18.20737 5.02131
H -17.04257 -20.02929 3.61011
H -14.69719 -20.29077 3.05525
H -13.28284 -21.69229 4.49691
H -14.18861 -22.72470 6.53857
H -16.48137 -22.18452 7.30139
H -24.08289 -25.59776 6.76187
H -24.24164 -27.66840 8.08439
H -22.50728 -28.17093 9.73832
H -20.54719 -26.68150 10.08130
H -20.39730 -24.60220 8.75029
H -24.97664 -24.02362 8.10746
H -26.65645 -22.18595 7.33990
H -19.87759 -25.18453 6.14942
H -17.80316 -23.62422 5.64454
H -21.69040 -15.56650 2.84409
H -21.59857 -13.12284 2.48114
H -21.39824 -11.65133 4.44704
H -21.29944 -12.55260 6.69098
H -21.29848 -14.97844 7.07519
O -25.36088 -23.20698 -0.00515
H -25.71875 -22.40575 0.45476
H -24.62529 -23.48871 0.54098
O -19.62698 -24.52497 3.03182
H -18.69141 -24.69954 2.98735
H -19.68713 -23.61492 2.70050
O -25.45457 -22.86642 3.36446
H -26.04021 -22.12413 3.07929
H -25.95588 -23.61657 2.97594
I -20.12015 -24.73935 -0.85141
I -17.77212 -26.87331 -1.29081
N -21.61274 -22.04615 0.38117
C -21.17335 -23.05176 -0.01994
C -23.98820 -18.30389 1.54481
As -25.32188 -18.90182 0.17499
C -24.46107 -19.95237 -1.19716
C -26.23375 -17.29174 -0.49771
S -26.75096 -20.25895 1.03668
H -24.03038 -18.96483 2.44541
H -24.06248 -17.27374 1.87613
H -22.99611 -18.44702 1.09237
H -24.11005 -19.26540 -1.95653
H -25.18115 -20.68151 -1.55725
H -23.60511 -20.50135 -0.76231
H -25.48308 -16.50220 -0.57031
H -26.93909 -16.95807 0.26433
H -26.75464 -17.44297 -1.45319
N -19.55341 -15.89031 -3.41413
C -19.89546 -15.44464 -2.18455
S -19.99812 -13.81362 -1.83981
C -20.15691 -16.53863 -1.26826
C -19.92285 -16.31978 0.10798
C -20.00447 -17.38028 1.00296
N -20.33074 -18.60944 0.62372
C -20.60673 -18.83006 -0.67072
C -20.51675 -17.85011 -1.64181
H -19.41139 -15.20146 -4.13180
H -19.05699 -16.75908 -3.51156
H -19.73680 -15.28787 0.45460
H -19.80203 -17.27712 2.09633
H -20.89568 -19.84893 -0.93216
H -20.76004 -18.11102 -2.67848
N -15.74445 -23.43091 -0.43714
N -16.64841 -22.48911 -0.02400
N -16.94919 -21.30858 -0.55425
C -17.76191 -20.79291 0.39342
N -17.91060 -21.60836 1.43707
N -17.24602 -22.76556 1.11879
H -15.49114 -23.29750 -1.41485
H -16.14486 -24.37749 -0.33079
H -18.15585 -19.80198 0.32140
```

Its total energy is -6657.53263 a.u. As for the total charge: -2. The orbital gap (spin up / spin down) is 0.123 / 0.123 Eh. The LUMO energy (spin up / spin down) is 2.01 / 2.01 eV.

Atom charges from the Mulliken analysis, given in e for atoms 1 to 4: Cs 0.77; C -0.36; C -0.76; C 0.11

***

- Look up the total charge of the fourth one.
  -2

***

- What is the total charge in the second record?
  +2

***

What did the third record say?
This record from the Open Molecules 2025 dataset describes C4H3I as an isolated structure at a distorted geometry. The level of theory is ωB97M-V/def2-TZVPD.

```
8
C4H3I, DFT ωB97M-V/def2-TZVPD
C -0.75414 -0.67324 -0.33386
C 0.84810 -1.42505 -0.15719
C 0.28468 0.27254 -0.27754
C 1.30113 -0.32923 0.59605
I 3.38531 -0.06033 -0.03625
H -1.79729 -0.93740 -0.73149
H 0.39355 1.14667 -1.02861
H 1.34565 -0.11814 1.60376
```

Its total energy is -451.67185 a.u. As for the total charge: 0. The energy above the lowest of the compared OMol25 structures with the same formula, charge and spin is 89.5 kcal/mol. The orbital gap is 0.302 Eh. The LUMO energy is -0.42 eV.

Atom charges from the natural (NBO) analysis, given in e for atoms 1 to 4: C -0.15; C 0.03; C -0.23; C -0.45

***

- Which value of total charge does entry 1 give?
  0